1.
101
Properties=species:S:1:pos:R:3:mulliken_spin:R:1 method="wB97M-V/def2-TZVPD" e_lumo_ha="0.009 / 0.008" charge=0 homo_ev="-7.83 / -7.82" multiplicity=5 homo_lumo_gap_ev="8.074 / 8.041"
Fe 2.5538 -0.2461 -1.2580 3.78
B 0.6957 0.3527 -0.5427 -0.20
H 0.7319 -0.7054 -0.3344 0.04
H 1.5635 0.8062 -0.0895 0.07
H 0.7311 0.5455 -1.6038 0.09
H -0.1713 0.8365 -0.1202 0.01
B 4.0301 -1.4231 -0.4551 -0.05
H 4.4727 -0.8035 -1.2196 0.05
H 3.1974 -1.9495 -0.8954 0.03
H 4.7327 -2.1346 -0.0497 0.00
H 3.6321 -0.8368 0.3586 0.05
C 1.1666 -2.9294 2.1227 0.00
C 1.1391 -3.1702 3.6687 0.00
C 0.5484 -4.5152 3.9905 0.00
O 2.5483 -3.0333 4.0391 0.00
H 0.1568 -3.0038 1.7191 0.00
H 1.7254 -3.7764 1.7247 0.00
H 1.4580 -1.9519 1.7386 0.00
H 0.5254 -2.4175 4.1636 0.00
H 0.5743 -4.7101 5.0626 0.00
H 1.1194 -5.3464 3.5770 0.00
H -0.4726 -4.7104 3.6625 0.00
H 3.0875 -3.6342 3.5197 0.00
C 2.0276 1.1957 3.3555 0.00
C 0.6945 1.6273 3.8674 0.00
C -0.4428 0.7124 3.4626 0.00
O 0.7093 1.7152 5.2922 0.00
H 2.3984 0.2452 3.7390 0.00
H 2.7897 1.9622 3.4964 0.00
H 2.0115 0.9205 2.3009 0.01
H 0.5224 2.6111 3.4308 0.00
H -1.3614 1.0479 3.9438 0.00
H -0.2221 -0.3522 3.5412 0.00
H -0.5782 0.9288 2.4029 0.00
H 0.6365 0.8638 5.7298 0.00
C -1.2534 4.2442 0.0125 0.00
C 0.2329 4.4045 -0.1560 0.00
C 1.1708 4.2443 1.0959 0.00
O 0.6490 3.4298 -1.1190 0.00
H -1.5177 4.9042 0.8387 0.00
H -1.5707 3.2351 0.2754 0.00
H -1.7773 4.6667 -0.8450 0.00
H 0.3386 5.3764 -0.6381 0.00
H 1.1391 3.2093 1.4362 0.00
H 0.8307 4.9103 1.8890 0.00
H 2.1862 4.6326 1.0168 0.00
H 0.5443 2.5177 -0.8386 0.00
C 1.1159 -3.2643 -2.2724 0.00
O 1.3385 -1.9270 -2.5134 0.03
C 1.1136 -1.4657 -3.8578 0.01
C 1.6237 -0.0819 -4.0176 0.00
N 2.8487 0.1616 -3.2731 0.04
C 3.1423 1.5859 -3.4056 0.01
C 4.0664 2.0603 -2.2356 0.01
O 3.6046 1.4133 -1.0343 -0.02
C 4.3911 1.8395 0.0821 0.00
H 1.4228 -3.5100 -1.2558 0.00
H 1.8632 -3.7246 -2.9186 0.00
H 0.0948 -3.5965 -2.4599 0.00
H 0.0729 -1.6289 -4.1378 0.00
H 1.7652 -1.9883 -4.5580 0.00
H 0.8364 0.6172 -3.7359 0.00
H 1.6063 0.0654 -5.0974 0.00
H 3.5054 -0.3714 -3.8252 0.00
H 2.2083 2.1221 -3.2368 0.00
H 3.5927 2.0207 -4.2979 0.00
H 3.9137 3.1324 -2.1119 0.00
H 5.0832 1.7172 -2.4265 0.00
H 4.0203 2.7831 0.4822 0.00
H 5.4706 1.7617 -0.0466 0.00
H 4.0620 1.2398 0.9308 0.01
C -3.1964 -0.5288 -3.3015 0.00
C -3.4946 -0.0034 -1.8762 0.00
C -5.0511 0.2218 -1.7549 0.00
C -5.5671 0.3417 -0.2945 0.00
C -5.2479 -0.9336 0.4390 0.00
C -3.7461 -1.3178 0.4220 0.00
N -3.1331 -1.0382 -0.9163 0.00
O -1.7718 -1.4315 -0.9901 0.00
C -3.0796 -0.6537 1.5704 0.00
C -3.7047 -2.7977 0.7299 0.00
C -2.6911 1.2990 -1.6869 0.00
H -3.4641 0.1710 -4.0931 0.00
H -3.4138 -1.5736 -3.5231 0.00
H -2.1341 -0.7687 -3.2553 0.00
H -5.4298 1.1530 -2.1764 0.00
H -5.4996 -0.5436 -2.3882 0.00
H -6.6548 0.2767 -0.3250 0.00
H -5.2644 1.2830 0.1642 0.00
H -5.9676 -1.7245 0.2276 0.00
H -5.4616 -0.6060 1.4564 0.00
H -2.1216 -1.0765 1.8731 0.00
H -2.8241 0.3872 1.3719 0.00
H -3.7015 -0.4324 2.4379 0.00
H -4.3748 -2.9855 1.5688 0.00
H -4.1266 -3.3281 -0.1238 0.00
H -2.6906 -3.1733 0.8664 0.00
H -1.6548 1.2268 -2.0169 0.00
H -2.7401 1.6407 -0.6530 0.00
H -3.0968 2.1285 -2.2661 0.00
H -1.3629 -0.6701 -0.5722 0.01

2.
107
Properties=species:S:1:pos:R:3:lowdin_charge:R:1 method="wB97M-V/def2-TZVPD" e_lumo_ha=0.016 charge=0 homo_ev=-8.41 smiles=COCCNCCOC.COCCNCCOC.OCCO.OCCO.OCCO.OCCO.OCCO.CCO homo_lumo_gap_ev=8.844
C -1.5997 -8.2571 -5.5191 -0.11
O -0.9954 -7.5468 -4.4527 -0.19
C -0.9141 -6.1946 -4.6517 -0.28
C -0.0031 -5.4982 -3.6819 -0.18
N -0.2104 -4.0507 -3.9542 -0.05
C 0.7283 -3.3155 -3.1190 -0.20
C 0.7522 -1.8553 -3.4652 -0.39
O 1.3537 -1.0825 -2.7039 -0.17
C 1.4325 0.3137 -3.0297 -0.02
H -0.9160 -8.2151 -6.3934 0.09
H -2.4802 -7.7740 -5.9394 0.08
H -1.8687 -9.2509 -5.1803 0.09
H -1.9548 -5.8415 -4.6931 0.12
H -0.5516 -6.0463 -5.7101 0.14
H 1.0095 -5.8601 -3.7507 0.12
H -0.3675 -5.6691 -2.6641 0.11
H -1.1988 -3.8797 -3.7036 0.09
H 1.8250 -3.6841 -3.1472 0.16
H 0.4000 -3.5147 -2.0891 0.11
H -0.2832 -1.4764 -3.5104 0.12
H 1.1370 -1.7890 -4.5330 0.16
H 0.4543 0.8018 -3.0511 0.09
H 1.9852 0.4921 -3.9261 0.10
H 1.9387 0.8321 -2.2527 0.06
C 2.6602 3.2945 1.7698 -0.05
O 1.6326 2.3733 2.1715 -0.25
C 1.1931 2.5608 3.5170 -0.20
C 0.1154 3.5587 3.6160 -0.20
N -0.3677 3.5752 4.9901 -0.07
C 0.2460 4.4595 5.9972 -0.16
C -0.3895 5.8314 5.8713 -0.39
O -0.1172 6.7306 6.7084 -0.13
C -0.8381 6.5887 7.9578 -0.05
H 2.6005 3.2754 0.6930 0.09
H 3.5804 2.8911 2.1356 0.09
H 2.5913 4.2728 2.1950 0.08
H 2.0661 2.6935 4.1743 0.14
H 0.8061 1.5798 3.6710 0.10
H -0.7413 3.2050 3.0278 0.12
H 0.2941 4.5617 3.3000 0.11
H -0.2510 2.5823 5.2165 0.08
H 1.2874 4.5388 5.7781 0.10
H 0.0961 4.0176 6.9986 0.12
H -1.4447 5.6398 5.8472 0.12
H -0.2090 6.2565 4.9430 0.11
H -0.6593 5.6024 8.4444 0.09
H -1.8927 6.7498 7.8514 0.08
H -0.4872 7.4410 8.5869 0.10
O 4.0270 1.2128 -0.7133 -0.07
C 4.6024 0.3732 -1.6753 -0.28
C 6.0369 0.5245 -1.6797 -0.26
O 6.6945 -0.1247 -2.7604 -0.04
H 3.0756 0.9897 -0.6730 0.04
H 4.3974 -0.5997 -1.2695 0.11
H 4.0404 0.4780 -2.6640 0.14
H 6.4210 0.1886 -0.7626 0.11
H 6.2053 1.6020 -1.7767 0.13
H 7.5665 0.1561 -2.9675 0.07
O -1.4815 0.8949 4.5264 -0.07
C -1.5177 -0.1974 3.5666 -0.22
C -1.6057 0.1843 2.1762 -0.25
O -1.6225 -0.9977 1.4197 -0.07
H -2.4011 1.1541 4.5176 0.09
H -0.6357 -0.7701 3.8152 0.13
H -2.3986 -0.7817 3.8118 0.13
H -0.6971 0.7266 1.8830 0.11
H -2.4556 0.8120 1.9844 0.13
H -1.2766 -0.7690 0.5479 0.05
O -2.1220 -3.5790 0.8306 -0.07
C -2.3060 -3.3000 -0.5544 -0.26
C -2.7259 -4.5235 -1.2352 -0.23
O -2.8765 -4.1048 -2.5599 -0.08
H -1.9047 -2.7161 1.2473 0.05
H -2.9320 -2.4505 -0.5752 0.10
H -1.3386 -3.0431 -0.9879 0.10
H -3.7226 -4.8273 -0.8990 0.14
H -1.9798 -5.2737 -1.1560 0.11
H -3.6587 -4.5621 -2.8970 0.11
O -1.6165 4.7159 -1.9316 -0.02
C -1.3539 3.3323 -2.0586 -0.26
C -0.7636 2.8213 -0.8496 -0.29
O -1.3931 3.2732 0.3349 -0.04
H -1.3959 5.1271 -2.7449 0.08
H -2.3025 2.8477 -2.2606 0.11
H -0.6737 2.9949 -2.8983 0.14
H 0.2271 3.1347 -0.7685 0.10
H -0.6660 1.7006 -0.8110 0.12
H -1.5708 4.1723 0.0430 0.07
O -1.1482 -0.7097 -1.2685 -0.09
C -2.2685 -0.2965 -2.0145 -0.25
C -3.1995 0.3436 -1.1379 -0.30
O -4.2745 0.8842 -1.8636 -0.03
H -0.4398 -0.9585 -1.8640 0.04
H -1.9710 0.4683 -2.7743 0.13
H -2.8178 -1.1236 -2.5458 0.15
H -2.7386 1.1759 -0.6256 0.10
H -3.5508 -0.3356 -0.3862 0.12
H -4.9943 1.1030 -1.2560 0.10
C 1.8453 -1.7206 0.3752 -0.08
C 1.8585 -0.5117 1.1626 -0.30
O 1.4108 0.5695 0.3393 -0.13
H 0.8532 -2.0387 0.1769 0.05
H 2.4204 -2.5361 0.9468 0.12
H 2.3415 -1.7270 -0.5920 0.06
H 2.8365 -0.1582 1.6273 0.14
H 1.0991 -0.5576 1.9712 0.11
H 1.3942 1.4148 0.8140 0.03

3.
99
Properties=species:S:1:pos:R:3:lowdin_charge:R:1 method="wB97M-V/def2-TZVPD" e_lumo_ha=0.017 charge=0 homo_ev=-9.51 smiles=CC(C)O.CC(C)O.CC(C)O.CC(C)O.CCOCC.CCO.CCO.CCO.CCO homo_lumo_gap_ev=9.960
C 1.4714 0.5014 -0.6190 -0.04
C 1.4682 -0.9909 -0.3925 -0.45
C 0.0746 -1.5842 -0.6327 -0.03
O 2.3710 -1.6450 -1.2859 -0.07
H 1.0978 0.7895 -1.6124 0.08
H 2.4822 0.9135 -0.6474 0.08
H 0.7924 0.9949 0.0784 0.06
H 1.8418 -1.2119 0.6090 0.10
H -0.7208 -1.1210 -0.0433 0.07
H 0.1092 -2.6537 -0.4309 0.08
H -0.1768 -1.3858 -1.6771 0.07
H 2.1455 -1.4151 -2.2024 0.05
C 0.5363 4.2602 3.3214 -0.04
C 0.9923 3.4123 2.1218 -0.49
C 0.2420 3.9050 0.8737 -0.05
O 2.3903 3.5568 1.9751 -0.05
H 1.0357 3.9340 4.2344 0.08
H -0.5416 4.2187 3.4822 0.07
H 0.8248 5.3027 3.1586 0.08
H 0.7071 2.3721 2.2886 0.09
H -0.8304 3.7797 1.0291 0.04
H 0.5056 3.3750 -0.0441 0.06
H 0.5120 4.9517 0.7103 0.09
H 2.5695 4.4985 1.8779 0.09
C -2.4489 2.5101 2.3566 -0.06
C -3.1114 1.4798 1.4739 -0.48
C -2.8116 1.7473 0.0011 -0.04
O -2.6187 0.2024 1.8548 -0.07
H -2.7183 3.5334 2.1008 0.09
H -1.3662 2.3661 2.2759 0.05
H -2.6663 2.3377 3.4130 0.09
H -4.2047 1.4943 1.6004 0.13
H -1.7366 1.8503 -0.1699 0.07
H -3.2263 2.7227 -0.2743 0.09
H -3.2266 0.9495 -0.6111 0.07
H -3.0723 -0.4622 1.2967 0.05
C 1.4814 -1.4676 3.0230 -0.06
C 0.8021 -0.1340 3.2043 -0.48
C -0.4188 -0.2945 4.1164 -0.05
O 1.6809 0.7657 3.8689 -0.04
H 2.3856 -1.3925 2.4080 0.04
H 0.8377 -2.1926 2.5153 0.09
H 1.8076 -1.8772 3.9790 0.10
H 0.3815 0.2758 2.2761 0.11
H -0.9678 0.6231 4.3262 0.07
H -0.2622 -0.7555 5.0952 0.08
H -1.1065 -0.9558 3.5817 0.06
H 2.4577 0.9518 3.3274 0.09
C -6.6529 -1.0168 0.9645 -0.07
C -5.6153 -0.8825 -0.1433 -0.25
O -4.3399 -1.3831 0.2274 -0.22
C -4.2519 -2.7801 0.4905 -0.25
C -2.8445 -3.0844 0.9696 -0.05
H -7.0587 -2.0317 0.9214 0.07
H -6.2041 -0.8746 1.9483 0.08
H -7.5130 -0.3583 0.8553 0.08
H -5.9369 -1.4768 -1.0063 0.12
H -5.4542 0.1624 -0.3996 0.11
H -4.9713 -3.0769 1.2565 0.12
H -4.4700 -3.2924 -0.4530 0.12
H -2.0860 -2.8793 0.2170 0.05
H -2.7183 -4.1456 1.1913 0.08
H -2.6282 -2.5117 1.8713 0.07
C 3.3275 4.1884 -1.5046 -0.08
C 2.3121 4.1365 -2.6179 -0.32
O 1.6697 5.4152 -2.6222 -0.09
H 4.0333 5.0044 -1.6707 0.08
H 4.0049 3.3278 -1.5755 0.07
H 2.8886 4.1727 -0.5134 0.05
H 1.5512 3.3765 -2.3957 0.09
H 2.7075 3.8878 -3.6063 0.10
H 0.9466 5.4499 -3.2539 0.08
C -1.0902 -2.7574 -4.2619 -0.09
C -1.6268 -4.1163 -3.8979 -0.32
O -3.0369 -4.0205 -3.6944 -0.09
H 0.0028 -2.7468 -4.2196 0.06
H -1.4492 -1.9298 -3.6556 0.07
H -1.2997 -2.5706 -5.3188 0.08
H -1.1624 -4.5351 -2.9958 0.11
H -1.4229 -4.8680 -4.6695 0.11
H -3.3576 -4.7679 -3.1868 0.07
C 3.5339 0.6708 -3.8937 -0.09
C 3.4063 -0.7708 -4.3504 -0.28
O 2.0926 -1.2551 -4.0875 -0.10
H 2.6836 1.3054 -4.1480 0.07
H 4.4084 1.1618 -4.3330 0.08
H 3.6768 0.7418 -2.8127 0.06
H 4.1684 -1.3930 -3.8880 0.12
H 3.6051 -0.8017 -5.4273 0.11
H 1.4548 -0.9444 -4.7321 0.09
C 4.5452 -2.6821 1.8813 -0.11
C 3.7982 -3.7794 1.1329 -0.32
O 4.0235 -3.6466 -0.2628 -0.09
H 4.4807 -2.7174 2.9745 0.07
H 4.2748 -1.6644 1.5851 0.06
H 5.6198 -2.7184 1.6762 0.07
H 2.7340 -3.7325 1.3997 0.10
H 4.1477 -4.7732 1.4227 0.11
H 3.3215 -3.0518 -0.5996 0.04

4.
105
Properties=species:S:1:pos:R:3:lowdin_charge:R:1 method="wB97M-V/def2-TZVPD" e_lumo_ha=0.013 charge=0 homo_ev=-6.49 homo_lumo_gap_ev=6.842
C 3.6292 3.3404 -2.4441 -0.14
C 3.3074 3.3717 -0.8773 -0.18
O 1.9561 3.0727 -0.5376 -0.08
O 3.2776 2.0313 -2.8041 -0.07
H 4.6444 3.6043 -2.7405 0.13
H 2.9535 4.0367 -2.9407 0.11
H 3.5668 4.3528 -0.4795 0.12
H 3.9672 2.6692 -0.3682 0.08
H 1.8992 3.2868 0.3965 -0.04
H 2.5045 1.8457 -2.2660 0.06
C 4.0040 -0.0311 0.5635 -0.24
C 4.5582 0.8035 -0.5989 -0.25
O 5.4069 1.7977 -0.1512 -0.04
O 2.9018 -0.8820 0.2567 -0.10
H 3.6334 0.6735 1.3081 0.05
H 4.7033 -0.7240 1.0315 0.12
H 3.7930 1.2205 -1.2536 0.07
H 4.9268 0.0744 -1.3205 0.13
H 6.1719 1.4689 0.3264 0.11
H 2.1611 -0.2714 0.2668 -0.02
C -4.7527 -4.6772 3.5312 -0.06
C -4.5405 -4.4634 2.0422 -0.40
C -3.0623 -4.5757 1.5106 -0.20
O -2.2368 -3.7082 2.2501 -0.20
C -0.8720 -4.0488 2.0837 -0.19
N -5.2197 -5.5025 1.2945 0.02
H -4.5186 -3.7212 3.9996 0.07
H -4.0311 -5.3368 4.0132 0.08
H -5.7563 -5.0905 3.6305 0.08
H -4.7964 -3.4234 1.8398 0.14
H -2.9634 -4.2865 0.4643 0.12
H -2.6947 -5.6009 1.4679 0.12
H -0.3448 -3.3258 2.7061 0.14
H -0.5314 -4.0127 1.0490 0.11
H -0.6836 -4.9674 2.6394 0.12
H -4.7164 -6.3609 1.1216 0.07
H -5.3263 -5.2150 0.3322 0.07
C 0.1607 -4.1064 -4.9320 -0.07
C -0.6653 -2.8019 -5.1428 -0.43
C 0.2314 -1.7057 -4.5532 -0.21
O 0.1988 -1.7137 -3.1119 -0.18
C -0.8282 -0.9349 -2.3622 -0.10
N -0.8839 -2.6267 -6.5443 0.03
H -0.2300 -4.9374 -5.5192 0.06
H 0.0713 -4.5042 -3.9212 0.07
H 1.2022 -4.0729 -5.2520 0.08
H -1.5979 -2.7546 -4.5805 0.13
H 0.1010 -0.7315 -5.0244 0.12
H 1.2852 -1.8657 -4.7814 0.12
H -0.8852 -1.5100 -1.4381 0.09
H -1.7586 -1.1061 -2.9035 0.10
H -0.6800 0.1404 -2.2625 0.02
H -0.6512 -3.4884 -7.0171 0.06
H -0.1118 -2.0724 -6.8861 0.06
C 0.3478 0.7553 -1.0275 -0.11
C 0.7403 0.8824 0.4284 -0.32
C 0.4884 -0.4627 1.0866 -0.14
O -0.8658 -0.8921 1.1017 -0.13
C -0.9819 -2.3046 0.9131 -0.15
N 2.1522 1.2708 0.3626 -0.05
H 0.4892 1.6448 -1.6414 0.11
H -0.7122 0.5300 -1.1446 -0.03
H 0.7261 -0.1263 -1.5451 0.09
H 0.1587 1.7572 0.7191 0.08
H 0.8361 -0.2885 2.1049 0.11
H 1.2125 -1.1798 0.7000 0.12
H -2.0010 -2.6862 0.8508 0.10
H -0.4811 -2.8538 1.7105 -0.03
H -0.4939 -2.6767 0.0123 0.11
H 2.2478 1.9774 -0.3527 -0.11
H 2.3953 1.6906 1.2484 -0.27
C -2.4094 1.0506 -0.7738 -0.08
C -2.5533 2.5095 -0.3100 -0.36
C -3.1177 2.6935 1.1005 -0.28
O -4.4122 2.3989 1.0324 -0.15
C -4.9353 1.4776 2.0387 -0.05
N -1.1769 2.9498 -0.4937 0.06
H -3.3449 0.5447 -1.0126 0.09
H -2.1181 0.4476 0.0862 0.08
H -1.9117 0.9381 -1.7369 0.07
H -3.2767 2.9396 -1.0026 0.14
H -3.0342 3.7294 1.4290 0.13
H -2.5114 2.0415 1.7294 0.13
H -5.9107 1.0413 1.8236 0.08
H -5.1309 1.8825 3.0316 0.08
H -4.2801 0.6126 2.1416 0.08
H -1.2990 3.9513 -0.5398 0.09
H -0.7436 2.7915 0.4048 0.03
C 0.7568 4.9156 2.5252 -0.02
C 1.9311 3.9629 2.2566 -0.32
C 1.5847 2.4490 2.3688 -0.11
O 2.7459 1.6970 2.1383 -0.11
C 3.0669 0.6437 3.0721 0.01
N 2.3811 4.3038 0.9310 -0.02
H 0.9998 5.8779 2.0745 0.08
H 0.5603 5.1021 3.5810 0.08
H -0.1327 4.5818 1.9910 0.07
H 2.8038 4.1927 2.8679 0.15
H 0.8087 2.2425 1.6317 0.08
H 0.9580 2.2176 3.2300 0.16
H 2.3390 -0.1527 3.2270 0.10
H 3.2974 1.2085 3.9755 0.11
H 3.9445 0.0892 2.7396 0.09
H 3.2241 3.7597 0.8158 0.09
H 2.7602 5.2382 0.9880 0.14

Result set for relative energy (zero: lowest compared OMol25 entry of this formula, charge and spin): 74.1, 98.7, 42.0, 692.5 kcal per mole, one per record in the order listed.
Result set for DFT total energy: -76954.38921, -59641.66794, -44384.24562, -51819.02811 eV, one per record in the order listed.